No. 1
2 unconnected molecules or ions with the total composition C4H13N2S, computed with ωB97M-V with the def2-TZVPD basis set.

The geometry in XYZ format:
```
20
C4H13N2S, DFT ωB97M-V with the def2-TZVPD basis set
H -2.68 -1.07 -1.23
H -2.57 -0.90 1.24
H 3.12 2.50 -0.89
H -3.02 -2.48 0.61
N 2.12 0.77 -1.51
H -1.25 -2.74 2.32
C -1.00 -2.40 1.31
S -0.16 1.38 0.62
H 0.69 3.13 -0.82
C -2.20 -1.75 0.65
H 1.40 3.20 0.80
H -0.71 -3.30 0.75
C 1.12 2.53 -0.01
H 1.97 1.21 -2.40
H -0.16 -1.71 1.31
C 2.36 1.79 -0.50
H -1.29 -0.47 -0.67
H 1.25 0.31 -1.23
H 2.85 1.33 0.37
N -1.85 -1.33 -0.71
```

Computed properties:
<S²>: 0.751
Energy (eV): -18170.9719
Orbital gap (alpha / beta) (eV): 1.89 / 6.20
Multiplicity: 2
F_max (eV Å⁻¹): 0.594
Total charge: -2

=====

No. 2
A molecular structure, C4H13N2S in a non-equilibrium geometry, computed with ωB97M-V with the def2-TZVPD basis set.

The geometry in XYZ format:
```
20
C4H13N2S, DFT ωB97M-V with the def2-TZVPD basis set
H 2.34 1.85 -0.36
N 2.20 2.73 1.50
H -2.59 -0.87 0.91
H -0.77 -1.91 -2.20
H 0.85 -2.36 -1.64
C -0.21 -2.45 -1.44
C 1.61 2.16 0.39
C 0.32 1.92 0.26
H -0.32 -0.07 -0.39
H 2.90 3.42 1.29
H -2.71 -2.57 0.35
H 1.55 3.07 2.20
H -0.51 -3.49 -1.44
N -0.21 1.08 -0.80
H -0.38 2.19 1.04
S -0.50 -1.69 0.17
H -1.10 1.44 -1.14
C -2.30 -1.59 0.15
H 0.42 1.08 -1.60
H -2.62 -1.26 -0.84
```

Computed properties:
ΔE to the lowest compared entry with this formula, charge and spin (kJ/mol): 117.9
Energy (eV): -18167.2706
Orbital gap (eV): 9.48
Multiplicity: 1
F_max (eV Å⁻¹): 1.150
Total charge: +1

=====

No. 3
A gas-phase ion, C4H13N2Si (charge +1) in a non-equilibrium geometry, computed with ωB97M-V with the def2-TZVPD basis set.

The geometry in XYZ format:
```
20
C4H13N2Si, DFT ωB97M-V with the def2-TZVPD basis set
C 0.57 1.65 -0.53
H -1.85 2.52 -0.45
H 2.99 -1.54 -0.08
H -2.50 -2.10 -1.35
H 1.91 0.69 1.49
H 2.51 -1.87 1.69
H 1.55 -0.20 -1.35
C -2.56 -1.38 -0.44
N -2.48 0.05 -0.74
H -3.50 -1.61 0.00
C 1.30 0.43 -0.35
H 0.75 2.46 0.20
H -1.76 -1.80 0.16
C 2.87 -1.11 0.89
H -1.20 0.83 1.47
N 1.97 0.10 0.75
H 3.67 -0.58 1.49
H -3.24 0.40 -1.28
H 0.47 1.81 -1.60
Si -1.46 1.24 0.03
```

Computed properties:
ΔE to the lowest compared entry with this formula, charge and spin (kJ/mol): 223.9
Energy (eV): -15208.9701
Orbital gap (alpha / beta) (eV): 9.01 / 9.01
Multiplicity: 1
F_max (eV Å⁻¹): 5.765
Total charge: +1

=====

No. 4
A gas-phase ion, C4H13N3 (charge -1) in a non-equilibrium geometry, computed with ωB97M-V with the def2-TZVPD basis set.

The geometry in XYZ format:
```
20
C4H13N3, DFT ωB97M-V with the def2-TZVPD basis set
H 0.40 1.34 -1.23
H 0.70 -0.39 1.12
H -1.97 -1.94 0.75
H -3.53 -0.01 -0.88
H 2.81 -0.80 0.71
H 4.04 -0.06 0.01
H -0.37 0.98 1.38
H 2.83 1.23 -1.31
H 1.14 2.20 0.10
C 0.06 0.34 0.61
C 2.26 0.52 -0.72
C 0.96 1.20 -0.29
C -2.11 -0.88 0.48
N -0.97 -0.31 -0.16
N -3.28 -0.85 -0.38
H -2.29 -0.36 1.43
H -0.63 -0.85 -0.94
H -4.07 -1.31 0.07
N 3.11 0.13 0.41
H 2.05 -0.33 -1.38
```

Computed properties:
ΔE to the lowest compared entry with this formula, charge and spin (kJ/mol): 54.7
<S²>: 0.750
Energy (eV): -8827.0831
Orbital gap (alpha / beta) (eV): 2.43 / 8.86
Multiplicity: 2
F_max (eV Å⁻¹): 1.272
Total charge: -1

=====

No. 5
2 unconnected molecules or ions with the total composition C4H13N3 in a non-equilibrium geometry, computed with ωB97M-V with the def2-TZVPD basis set.

The geometry in XYZ format:
```
20
C4H13N3, DFT ωB97M-V with the def2-TZVPD basis set
N -4.07 -0.12 0.04
H 2.18 -0.03 1.67
H -2.27 0.72 -0.18
H 2.63 -0.67 -0.37
H 0.20 1.21 -1.73
H 0.52 0.49 2.14
H -1.03 -0.74 -1.04
H -0.54 -1.58 0.26
C 0.62 1.18 -0.76
H 1.60 1.55 -0.55
N -3.29 0.77 0.26
N -0.74 -0.65 -0.12
H 1.91 -0.82 -1.96
C 0.64 -0.15 -0.14
H 0.01 1.90 -0.10
C 1.73 -1.05 -0.85
H 0.75 -1.14 1.80
H -3.63 1.53 0.83
H 1.69 -2.20 -0.63
C 1.07 -0.20 1.43
```

Computed properties:
ΔE to the lowest compared entry with this formula, charge and spin (kJ/mol): 379.1
Energy (eV): -8825.4840
Orbital gap (eV): 8.15
Multiplicity: 1
F_max (eV Å⁻¹): 3.623
Total charge: 0

=====

No. 6
A molecular structure, C4H13N3 in a non-equilibrium geometry, computed with ωB97M-V with the def2-TZVPD basis set.

The geometry in XYZ format:
```
20
C4H13N3, DFT ωB97M-V with the def2-TZVPD basis set
H 2.62 -1.42 -0.46
H 0.46 -2.61 0.18
N 0.24 -0.14 -0.95
N 0.30 -1.85 0.85
C -0.85 0.65 -0.94
H 0.96 0.20 -1.58
H 0.21 0.87 0.93
H -0.67 -1.86 1.11
H -2.00 -0.26 0.63
H -0.96 1.30 -1.80
H -2.49 -0.71 -1.00
C 2.29 -0.65 0.27
H 0.22 2.59 0.24
H 2.73 0.31 -0.03
H -2.90 0.90 -0.36
H 2.73 -0.92 1.23
C 0.79 -0.57 0.41
N -0.39 1.84 0.53
C -2.14 0.12 -0.38
H -1.13 2.21 1.12
```

Computed properties:
ΔE to the lowest compared entry with this formula, charge and spin (kJ/mol): 320.7
Energy (eV): -8826.0884
Orbital gap (eV): 7.40
Multiplicity: 1
F_max (eV Å⁻¹): 1.133
Total charge: 0